[1]
A structure of composition C45H65ClFN21O3P at a distorted geometry, computed with ωB97M-V with the def2-TZVPD basis set.

Element x y z (Å)
1 C -0.73 2.20 -0.71
2 C 0.34 1.50 -1.73
3 C 0.18 -0.14 -1.76
4 F 0.07 -0.67 -3.10
5 N 1.19 -0.80 -0.88
6 N 0.66 -1.30 0.30
7 C 1.80 -1.88 1.01
8 P 1.61 -2.71 2.74
9 O 1.15 -4.15 2.48
10 O 3.19 -2.61 3.45
11 O 0.44 -1.80 3.65
12 N 3.09 -1.75 0.31
13 C 2.62 -1.06 -0.94
14 N 3.43 -0.74 -1.96
15 Cl 5.11 -1.18 -1.74
16 C 3.10 -0.10 -3.25
17 C 3.07 1.45 -3.59
18 C 2.70 1.94 -5.07
19 C 2.35 0.96 -6.26
20 C 2.42 -0.62 -5.95
21 C 2.79 -1.10 -4.48
22 H -0.60 1.67 0.31
23 H -0.61 3.34 -0.62
24 H -1.79 1.94 -1.12
25 H 1.39 1.68 -1.23
26 H 0.36 1.97 -2.78
27 H -0.86 -0.32 -1.26
28 H -0.32 -1.30 0.62
29 H 3.50 -1.65 3.37
30 H 0.65 -0.83 3.51
31 H 3.31 2.21 -2.74
32 H 2.66 3.07 -5.26
33 H 2.04 1.28 -7.33
34 H 2.19 -1.45 -6.73
35 H 2.84 -2.24 -4.28
36 C -1.87 -3.58 -3.71
37 C -2.37 -2.43 -2.87
38 N -2.78 -1.51 -2.20
39 H -1.32 -4.28 -3.08
40 H -2.71 -4.09 -4.18
41 H -1.20 -3.20 -4.49
42 C 0.62 6.60 -1.56
43 C 1.58 5.52 -2.00
44 N 2.34 4.66 -2.35
45 H 1.00 7.09 -0.66
46 H 0.51 7.34 -2.35
47 H -0.36 6.16 -1.34
48 C 1.88 3.19 3.07
49 C 1.18 1.96 2.54
50 N 0.62 0.98 2.12
51 H 2.38 3.71 2.25
52 H 1.15 3.86 3.54
53 H 2.63 2.90 3.81
54 C -0.69 8.90 -5.16
55 C 0.56 8.06 -5.10
56 N 1.56 7.38 -5.06
57 H -1.40 8.55 -4.42
58 H -0.44 9.95 -4.95
59 H -1.14 8.83 -6.15
60 C -3.50 5.12 0.93
61 C -2.83 6.05 -0.05
62 N -2.30 6.80 -0.83
63 H -3.99 5.70 1.71
64 H -4.24 4.51 0.41
65 H -2.75 4.47 1.39
66 C 4.91 7.99 -3.21
67 C 4.40 9.13 -2.38
68 N 3.98 10.05 -1.71
69 H 5.46 7.29 -2.57
70 H 4.08 7.46 -3.68
71 H 5.58 8.36 -3.98
72 C -2.23 -7.41 -5.89
73 C -2.19 -5.94 -6.18
74 N -2.15 -4.75 -6.42
75 H -2.14 -7.58 -4.82
76 H -3.18 -7.83 -6.24
77 H -1.41 -7.92 -6.40
78 C -3.03 11.01 -1.96
79 C -1.78 10.16 -1.90
80 N -0.78 9.49 -1.86
81 H -3.74 10.65 -1.22
82 H -2.78 12.05 -1.75
83 H -3.48 10.94 -2.95
84 C 2.37 -7.02 1.89
85 C 1.67 -8.25 1.36
86 N 1.12 -9.24 0.95
87 H 2.87 -6.50 1.06
88 H 1.65 -6.35 2.35
89 H 3.12 -7.31 2.63
90 C -1.70 -5.18 1.57
91 C -2.33 -4.94 0.23
92 N -2.84 -4.74 -0.85
93 H -0.61 -5.12 1.48
94 H -2.03 -4.42 2.28
95 H -1.97 -6.16 1.95
96 C 5.18 -0.31 6.57
97 C 4.54 -0.09 5.22
98 N 4.03 0.09 4.14
99 H 6.27 -0.25 6.48
100 H 4.84 0.45 7.27
101 H 4.91 -1.29 6.95
102 C -6.40 -6.44 -1.68
103 C -5.99 -6.87 -3.07
104 N -5.67 -7.22 -4.18
105 H -6.88 -5.46 -1.72
106 H -7.10 -7.17 -1.26
107 H -5.52 -6.38 -1.04
108 C 6.51 2.31 1.87
109 C 5.99 3.46 2.70
110 N 5.58 4.40 3.37
111 H 7.06 1.61 2.50
112 H 5.67 1.78 1.40
113 H 7.17 2.68 1.08
114 C -5.03 -5.60 4.19
115 C -5.67 -5.35 2.85
116 N -6.18 -5.14 1.78
117 H -3.95 -5.55 4.10
118 H -5.37 -4.85 4.91
119 H -5.32 -6.59 4.55
120 C -0.77 -11.48 2.78
121 C -2.27 -11.51 2.94
122 N -3.47 -11.54 3.06
123 H -0.46 -12.21 2.03
124 H -0.45 -10.48 2.46
125 H -0.29 -11.72 3.73
126 C -9.59 -3.33 3.83
127 C -8.78 -4.01 4.90
128 N -8.13 -4.56 5.76
129 H -10.18 -2.52 4.27
130 H -8.93 -2.91 3.07
131 H -10.26 -4.05 3.36
132 C 4.28 6.18 7.28
133 C 4.68 5.75 5.89
134 N 5.01 5.40 4.76
135 H 3.79 7.15 7.24
136 H 3.58 5.45 7.70
137 H 5.16 6.24 7.92

maximum force	15.227	eV Å⁻¹
calculated total energy	-4029.8175	Ha
spin multiplicity	1
net charge	+1
lowest unoccupied orbital energy	-3.37	eV
E_HOMO	-9.734	eV


[2]
A cluster of 9 separate species, C35H73O20P in total at a distorted geometry, computed with ωB97M-V with the def2-TZVPD basis set.

Element x y z (Å)
1 C -9.24 5.28 -23.61
2 O -10.53 4.81 -23.34
3 P -11.01 4.15 -21.88
4 O -10.01 3.12 -21.42
5 O -11.16 5.39 -20.86
6 C -11.48 5.22 -19.52
7 O -12.49 3.61 -22.01
8 C -13.53 4.23 -22.74
9 H -8.70 4.50 -24.14
10 H -8.61 5.21 -22.72
11 H -9.16 6.20 -24.19
12 H -11.56 4.20 -19.14
13 H -12.46 5.69 -19.47
14 H -10.83 5.77 -18.84
15 H -13.24 4.20 -23.79
16 H -13.53 5.30 -22.51
17 H -14.55 3.94 -22.48
18 O -15.75 11.76 -19.28
19 C -15.57 11.21 -18.28
20 O -14.53 10.48 -17.90
21 C -13.56 10.13 -18.81
22 C -12.34 9.51 -18.11
23 C -16.64 11.16 -17.23
24 H -13.25 11.03 -19.34
25 H -13.95 9.54 -19.63
26 H -12.45 8.58 -17.55
27 H -11.88 10.23 -17.42
28 H -11.58 9.23 -18.83
29 H -17.06 12.06 -16.79
30 H -16.31 10.55 -16.39
31 H -17.44 10.62 -17.75
32 O -12.14 7.39 -11.28
33 C -11.20 7.31 -12.00
34 O -9.97 7.69 -11.62
35 C -9.73 8.23 -10.33
36 C -10.39 9.58 -9.88
37 C -11.23 6.77 -13.42
38 H -8.64 8.17 -10.40
39 H -10.17 7.58 -9.57
40 H -10.75 9.53 -8.86
41 H -11.15 9.95 -10.56
42 H -9.57 10.30 -9.91
43 H -11.72 7.54 -14.02
44 H -11.71 5.80 -13.53
45 H -10.25 6.72 -13.88
46 O -3.35 11.36 -14.12
47 C -4.16 11.60 -15.00
48 O -5.26 10.92 -15.49
49 C -5.51 9.61 -15.04
50 C -6.96 9.70 -14.60
51 C -3.97 12.85 -15.93
52 H -4.93 9.30 -14.17
53 H -5.30 8.89 -15.82
54 H -7.12 10.28 -13.69
55 H -7.23 8.69 -14.29
56 H -7.59 9.99 -15.44
57 H -4.91 13.40 -15.94
58 H -3.67 12.38 -16.87
59 H -3.19 13.48 -15.50
60 O -6.87 6.52 -16.42
61 C -7.81 6.50 -17.25
62 O -7.83 5.75 -18.34
63 C -6.93 4.59 -18.36
64 C -7.04 3.63 -19.61
65 C -9.01 7.38 -17.26
66 H -7.06 3.94 -17.50
67 H -5.88 4.88 -18.38
68 H -6.96 4.10 -20.59
69 H -7.91 3.00 -19.45
70 H -6.23 2.90 -19.58
71 H -8.70 8.34 -16.85
72 H -9.78 6.88 -16.67
73 H -9.51 7.48 -18.22
74 O -1.58 1.48 -19.29
75 C -1.85 1.06 -20.42
76 O -1.01 0.32 -21.21
77 C 0.35 0.12 -20.80
78 C 0.43 -1.38 -20.45
79 C -3.17 1.21 -21.07
80 H 0.90 0.78 -20.14
81 H 1.04 0.05 -21.63
82 H 0.12 -2.12 -21.19
83 H 0.06 -1.75 -19.49
84 H 1.50 -1.61 -20.46
85 H -3.69 2.07 -20.65
86 H -3.83 0.35 -21.16
87 H -3.06 1.57 -22.10
88 O -9.31 8.37 -21.74
89 C -8.21 8.55 -21.25
90 O -7.96 9.51 -20.36
91 C -9.01 10.39 -19.99
92 C -8.55 11.31 -18.75
93 C -6.96 7.70 -21.66
94 H -9.97 9.96 -19.70
95 H -9.19 11.12 -20.77
96 H -9.36 11.98 -18.47
97 H -7.83 12.02 -19.16
98 H -8.15 10.70 -17.94
99 H -6.78 6.93 -20.91
100 H -6.08 8.29 -21.91
101 H -7.32 7.26 -22.59
102 O -5.36 0.83 -18.29
103 C -5.81 -0.29 -18.06
104 O -4.98 -1.41 -17.76
105 C -3.65 -1.47 -17.63
106 C -3.05 -2.73 -18.39
107 C -7.23 -0.67 -18.46
108 H -3.41 -1.63 -16.58
109 H -3.17 -0.58 -18.04
110 H -3.68 -3.62 -18.29
111 H -2.08 -2.91 -17.93
112 H -2.84 -2.76 -19.46
113 H -8.10 -0.05 -18.26
114 H -7.43 -1.70 -18.17
115 H -7.14 -0.62 -19.55
116 O -8.91 4.75 -14.63
117 C -9.51 3.82 -15.08
118 O -9.09 2.54 -15.07
119 C -7.95 2.02 -14.34
120 C -6.71 2.45 -15.14
121 C -10.74 4.02 -15.89
122 H -7.95 0.93 -14.37
123 H -7.92 2.39 -13.32
124 H -5.82 2.14 -14.58
125 H -6.63 3.48 -15.49
126 H -6.49 1.74 -15.93
127 H -11.28 4.95 -15.68
128 H -11.47 3.30 -15.51
129 H -10.48 3.90 -16.94

ΔE to the lowest compared entry with this formula, charge and spin	0.000	eV
maximum force	6.001	eV Å⁻¹
calculated total energy	-3223.1675	Ha
spin multiplicity	2
net charge	+1
lowest unoccupied orbital energy (spin up / spin down)	-4.36 / -9.68	eV
E_HOMO (spin up / spin down)	-11.577 / -11.577	eV
⟨S²⟩	0.7574